121
Properties=species:S:1:pos:R:3 method="wB97M-V/def2-TZVPD" largest_force_ev_per_a=7.1 spin_multiplicity=1 charge=+2 e_tot_ha=-3142.32665 gap_ev=4.20
C -0.83138 5.73593 -1.05422
O -1.98225 5.73729 -1.90046
H -0.45534 4.70695 -0.98304
C 0.24704 6.66056 -1.58370
O 2.93544 -0.85648 -4.04966
C -8.54956 -5.49422 2.97283
C 6.01451 0.17364 4.48600
H 7.16682 -1.89264 -0.91845
H 7.56140 -2.24352 1.45907
H 1.12141 6.65837 -0.93189
H 4.21765 0.63761 -4.52596
C -3.94791 2.60333 -2.79677
H 3.50975 -3.19457 5.31001
C -1.29184 1.08717 -5.08980
C 5.69276 -2.74605 5.23335
H 0.55979 6.35622 -2.58604
H 8.58715 -0.76579 4.77011
H 4.78418 1.55568 0.02120
H 6.69804 -4.69614 5.38993
C 6.57966 -2.33069 6.44260
H -8.59127 -6.07457 2.04753
C 4.19407 -0.21823 -3.83852
H 6.83749 -3.20290 7.04548
H 5.57156 -2.65396 3.05170
C 6.40317 -0.57085 2.12576
H -8.12152 -2.38770 3.21735
C -0.58279 2.42172 -4.85108
C 6.70304 -0.88324 3.61556
H 0.34865 2.46733 -5.42208
H -5.71790 -0.67122 -4.62151
C -2.35750 0.69558 -1.14075
O 5.71693 0.02220 -1.99057
H -5.45110 3.94245 -1.94211
H 4.01259 -1.79371 6.35908
H 5.15602 1.19018 2.35416
C 8.23787 -0.71911 3.73624
H -0.54392 0.64308 -3.17863
C 6.94554 -1.40976 1.14053
O 7.18579 3.73684 0.58095
C -7.60213 -2.92553 1.33988
H -0.13190 7.67928 -1.65880
H 6.32164 1.15416 4.11180
H -1.48362 0.14602 -1.49725
H -5.39592 0.38536 2.74259
H 7.14801 -2.98782 3.71327
H 8.50653 0.27480 3.36847
H -1.15261 6.05381 -0.06389
H 8.75763 -1.44975 3.11770
H 6.00344 -1.68278 7.11043
C -5.86975 2.19768 1.77517
H 5.03041 -4.64320 6.06926
C -2.12583 4.52768 -5.41645
H -9.73768 -3.34081 1.53391
C 4.35623 0.21725 -2.37401
H -6.98514 -2.50253 0.53989
H -9.31894 -2.29234 0.19508
N -5.57527 3.23884 1.38891
C -8.99195 -3.16571 0.75961
H -5.84423 -3.96616 1.98529
H 2.10801 1.03653 -4.26128
H 5.00037 -0.88877 -4.12938
C 5.61720 0.48577 1.67363
H 7.47026 -1.77938 6.15832
H -0.90000 1.89374 -0.01755
C 6.25531 -2.36643 3.85561
H 4.05613 1.26626 -2.27567
H -8.54326 -6.18312 3.81606
C 5.38789 0.70224 0.31042
H -7.04163 0.94772 3.00813
C -1.42310 3.56531 -5.26200
H -6.76658 -1.69484 2.73051
H -1.70262 5.44717 -2.77664
O -1.64088 -0.91429 -3.74279
H 3.70633 -0.42197 -1.76745
C -4.49181 -1.94219 -2.56012
H -2.95380 -1.16461 -5.48175
N -3.77304 -2.04567 -3.53878
H -4.88855 2.70088 -0.77788
H -6.92704 -4.98370 1.04331
O -2.67799 1.05784 -4.82578
H -4.61807 2.70768 -3.64867
C 0.64140 -0.50836 -4.67907
H -5.15211 1.01290 -4.98441
H 0.68747 -0.25087 -5.73700
P -3.62542 0.88689 -2.41956
C -1.86672 2.02067 -0.50674
Al 2.95094 -4.44907 6.84355
H -3.03708 3.14702 -3.07809
H -2.57835 2.38087 0.23632
H -6.60078 0.24009 1.46478
H 6.33023 0.15079 5.52950
H -1.72441 2.79782 -1.26096
P -3.23041 -0.47633 -4.26845
N -7.70393 -1.92617 2.41251
H -3.88752 4.08461 -1.16986
C 6.71754 -1.20769 -0.20857
C 5.92558 -0.15440 -0.64346
C -0.67603 0.04393 -4.09254
H 5.24673 -4.69894 4.32186
C 1.85819 0.02290 -3.90704
H 3.93778 -1.69643 4.56056
C -4.59881 3.37084 -1.58386
C -6.24479 0.88032 2.27013
O -7.36658 -4.71206 3.04797
C -6.89968 -4.20509 1.81642
H -8.99360 -4.02007 0.08081
C 4.19409 -2.31898 5.41867
C 5.69035 -4.31455 5.24656
H -2.50125 5.49093 -5.68567
H -4.83945 -0.29818 -6.09754
H 6.72918 2.90228 0.43501
H 0.58234 -1.59607 -4.59997
O -5.31841 -1.90335 -1.73299
H 7.18506 4.17034 -0.27818
H -0.30888 2.57654 -3.80319
H 1.54814 0.15961 -2.85681
H -2.83666 0.11209 -0.34192
H 4.92551 0.16473 4.40224
H -9.44002 -4.86882 3.05936
C -4.92351 -0.05177 -5.04042
H -1.24575 0.80350 -6.14882



24
Properties=species:S:1:pos:R:3 method="wB97M-V/def2-TZVPD" largest_force_ev_per_a=5.8 relative_energy_kcal_mol=83.6 spin_multiplicity=1 charge=0 e_tot_ha=-674.04011 gap_ev=8.69
N -0.39770 -1.52352 1.55218
H -0.25466 -0.86467 -3.00601
H 2.66227 0.64715 -0.54417
H -0.21572 0.49066 2.42141
H -0.43421 -0.86232 3.46402
C -1.31696 1.46247 -0.27843
Si 0.25901 0.38862 -0.97225
H 0.32602 -4.44138 0.25073
H -1.85074 -0.37127 2.55687
N 0.11202 -2.50913 -0.58320
H 2.09289 2.13960 -0.87181
H 1.80878 1.43425 0.76912
H -1.06859 2.45369 -0.71835
C -0.70125 -0.55064 2.50280
C 0.21967 0.16226 -2.90262
C 1.79461 1.30108 -0.33514
C -0.31912 -2.83921 1.52176
H -0.99470 1.34701 0.80202
H -2.28228 0.89713 -0.35906
H -0.32034 0.86429 -3.51137
H 1.32167 0.15282 -3.32810
H -0.33478 -3.41777 2.37648
C -0.02047 -1.33575 -0.24336
C -0.06198 -3.41998 0.33090